No. 1
Entry from the OMol25 dataset: C4H10N2O in the gas phase in a non-equilibrium geometry (ωB97M-V with the def2-TZVPD basis set).

```
! wB97M-V def2-TZVPD RIJCOSX def2/J DEFGRID3
* xyz 0 1
C -1.55 0.81 0.16
C -0.08 0.60 0.52
C 0.33 -0.86 0.31
C 0.46 -1.26 -1.12
N 1.41 -0.59 -1.88
O -0.22 -2.10 -1.66
N 0.24 1.05 1.90
H -2.19 0.39 0.95
H -1.81 1.86 0.09
H -1.75 0.27 -0.76
H 0.56 1.29 -0.04
H -0.40 -1.50 0.80
H 1.31 -1.02 0.77
H 1.37 -0.89 -2.83
H 1.31 0.41 -1.79
H 1.23 1.06 2.02
H -0.24 0.47 2.55
*
```

As for the SMILES: C[C@@H](N)CC(N)=O. For the LUMO energy, the calculation gives 0.918 eV. The calculation puts the energy at -9338.269 eV.

=====

No. 2
Entry from the OMol25 dataset: C4H10N2O in the gas phase in a non-equilibrium geometry (ωB97M-V with the def2-TZVPD basis set).

```
! wB97M-V def2-TZVPD RIJCOSX def2/J DEFGRID3
* xyz 0 1
C 0.09 1.14 0.68
C 0.42 -1.64 -1.05
C 0.66 1.93 -0.48
N -0.73 -0.84 -0.68
C -0.62 -0.15 0.57
N -0.53 -1.07 1.66
O -1.39 1.00 0.71
H -1.04 -0.21 -1.41
H 0.54 1.38 1.64
H -1.27 -1.75 1.56
H -0.65 -0.58 2.54
H 1.29 -1.04 -1.34
H 0.70 -2.29 -0.22
H 0.13 -2.28 -1.90
H 1.73 1.74 -0.55
H 0.50 2.99 -0.31
H 0.17 1.66 -1.41
*
```

As for the SMILES: CN[C@]1(N)O[C@@H]1C. For the LUMO energy, the calculation gives 1.101 eV. The calculation puts the energy at -9336.930 eV.

=====

- What is the formula in the second record?
  C4H10N2O